(1)
{
  "formula": "C5H11NS",
  "method": "ωB97M-V with the def2-TZVPD basis set",
  "symbols": ["C", "C", "C", "C", "C", "N", "S", "H", "H", "H", "H", "H", "H", "H", "H", "H", "H", "H"],
  "xyz": [[1.6850, -0.9362, -3.7641], [-1.6725, -0.0742, -0.4816], [-0.4887, -0.8750, 1.5918], [0.9491, 1.4369, 0.4902], [-0.3517, -0.6288, 0.0728], [0.7680, 0.2388, -0.3004], [1.5467, 0.3969, -3.0293], [1.5882, -0.2888, -0.1480], [-1.6122, -0.0073, -1.6978], [-2.3260, -0.9531, -0.4496], [-1.8705, 0.8186, 0.1139], [-0.5329, 0.0692, 2.1404], [0.5102, -1.1527, 1.9392], [-1.1851, -1.6415, 1.9491], [0.9549, 1.1215, 1.5598], [1.9513, 1.8852, 0.2936], [0.2867, 2.2517, 0.1329], [-0.2006, -1.6610, -0.4129]],
  "forces_ev_per_a": [[-0.029, 0.469, 0.224], [1.238, -1.521, -2.890], [1.619, 0.404, 0.167], [0.782, 0.574, 0.103], [-0.893, -1.288, -0.593], [-0.410, -0.134, -0.147], [0.083, -0.488, -0.539], [1.109, -0.822, -0.088], [0.111, 0.785, 2.991], [-0.755, 0.765, 0.843], [-0.901, -0.046, -0.650], [-1.126, -0.058, -0.055], [0.131, -0.704, -0.015], [-0.079, 0.443, -0.381], [-0.374, 1.291, -0.441], [-0.451, -0.622, 0.022], [-0.212, -0.593, 0.939], [0.155, 1.546, 0.512]],
  "nbo_charge": [-0.23, -0.63, -0.65, -0.44, -0.04, -0.63, 0.20, 0.35, 0.21, 0.22, 0.21, 0.21, 0.20, 0.23, 0.18, 0.20, 0.20, 0.20],
  "relative_energy_ev": 3.238,
  "spin_multiplicity": 1
}

***

(2)
{
  "formula": "C5H11NS2",
  "method": "ωB97M-V with the def2-TZVPD basis set",
  "symbols": ["C", "C", "C", "C", "C", "H", "H", "H", "H", "H", "H", "H", "H", "H", "H", "H", "N", "S", "S"],
  "xyz": [[3.4629, -0.1023, -0.5329], [0.8962, 0.5428, 0.5070], [-0.3575, 0.0536, 1.2044], [-1.6668, -0.0014, 0.3057], [-1.7502, -1.2374, -0.6226], [3.8709, 0.7405, 0.0421], [4.1419, -0.9843, -0.5964], [3.1775, 0.2057, -1.5593], [-0.1289, -0.9493, 1.5347], [-0.5653, 0.6214, 2.1148], [-2.4740, -0.1145, 1.0355], [-1.6847, -2.0975, 0.0858], [-0.9404, -1.1932, -1.3904], [-2.7230, -1.2729, -1.1231], [-2.6657, 1.1623, -0.9890], [-1.9556, 2.0680, 0.1711], [-1.8145, 1.2618, -0.4678], [2.0201, -0.7665, 0.2782], [1.1570, 2.0633, 0.0022]],
  "forces_ev_per_a": [[-0.087, -0.156, -0.653], [0.091, 0.296, -0.231], [-0.369, -0.187, -0.779], [0.535, 0.649, 0.007], [0.714, 0.545, 0.782], [0.013, -0.346, -0.299], [-0.280, 0.833, 0.128], [0.336, 0.020, 0.628], [-0.256, -0.522, 0.234], [0.129, 0.303, -0.282], [-0.080, -0.016, 0.086], [0.174, 0.251, -1.004], [-0.555, -0.364, 0.670], [0.144, 0.032, 0.047], [-0.447, 0.139, -0.385], [0.275, -0.759, -0.574], [-0.034, -0.293, 1.065], [-0.407, -0.420, 0.362], [0.103, -0.008, 0.198]],
  "nbo_charge": [-0.77, -0.30, -0.49, -0.02, -0.62, 0.24, 0.24, 0.24, 0.22, 0.24, 0.17, 0.21, 0.22, 0.21, 0.35, 0.36, -0.84, 0.33, 0.01],
  "relative_energy_ev": 0.475,
  "smiles": "CSC(=S)C[C@H](C)N",
  "spin_multiplicity": 1
}

***

(3)
{
  "formula": "C5H11NS2",
  "method": "ωB97M-V with the def2-TZVPD basis set",
  "symbols": ["C", "C", "C", "C", "C", "N", "S", "S", "H", "H", "H", "H", "H", "H", "H", "H", "H", "H", "H"],
  "xyz": [[-1.9915, -0.5920, -0.3604], [-2.1193, -1.9794, 0.1907], [1.2452, 1.7207, 0.9883], [1.0428, 0.0467, -1.0000], [0.6478, 0.4392, 0.4128], [-0.7737, 0.5794, 0.7168], [-3.3478, 0.5866, -0.0626], [-1.7446, 1.9009, 0.2192], [-1.6154, -0.2876, -1.3482], [-1.2451, -2.5271, -0.0468], [-3.0379, -2.2881, -0.2708], [-2.0802, -1.9935, 1.2592], [2.1318, 2.0572, 0.4100], [0.4449, 2.4196, 1.1607], [1.6813, 1.5315, 2.0378], [0.6324, 0.6683, -1.7381], [0.7131, -0.8867, -1.3131], [2.0570, 0.0782, -1.0123], [0.9489, -0.3464, 1.0233]],
  "forces_ev_per_a": [[2.421, 3.200, 2.086], [0.488, 1.733, -0.741], [2.223, -0.737, 1.407], [-1.848, 1.304, 1.156], [-1.388, 1.374, -0.804], [-2.804, -4.271, -1.043], [0.336, -0.047, 0.612], [-0.237, 1.082, -0.947], [0.188, -1.053, 0.277], [0.605, -0.971, -0.989], [-0.456, -1.156, 0.152], [-0.846, 0.375, 0.704], [-0.899, 0.347, 0.112], [0.209, 0.885, -0.318], [-0.765, 0.112, -1.447], [-0.340, 1.518, -0.978], [-0.551, -2.146, 0.042], [3.156, 0.028, -0.482], [0.507, -1.577, 1.199]],
  "nbo_charge": [-0.09, -0.68, -0.61, -0.62, -0.08, -0.61, 0.07, 0.24, 0.21, 0.23, 0.23, 0.25, 0.22, 0.22, 0.22, 0.21, 0.20, 0.21, 0.19],
  "relative_energy_ev": 3.809,
  "spin_multiplicity": 1
}

***

(4)
{
  "formula": "C5H11NiO4",
  "method": "ωB97M-V with the def2-TZVPD basis set",
  "symbols": ["O", "Ni", "O", "C", "C", "O", "C", "C", "O", "C", "H", "H", "H", "H", "H", "H", "H", "H", "H", "H", "H"],
  "xyz": [[1.9181, -1.4605, -1.4420], [0.3182, -0.7318, -1.0551], [-1.2993, -1.3917, -1.9259], [-2.3593, -1.5682, -1.0722], [-2.3051, -0.6326, 0.0921], [-1.0047, -0.4703, 0.5447], [-0.7342, 0.6555, 1.3744], [0.7513, 0.9030, 1.3028], [1.1132, 0.9092, -0.0745], [2.4309, 1.3876, -0.3159], [-2.5330, -2.6254, -0.7651], [-3.4590, -1.1048, -1.2010], [-3.0966, -0.0333, 0.5561], [2.0009, -2.3256, -1.8415], [-1.0466, 0.4563, 2.4090], [-1.2895, 1.5210, 0.9858], [1.3178, 0.1149, 1.8238], [0.9885, 1.8720, 1.7635], [2.6100, 1.3221, -1.3926], [2.5119, 2.4322, 0.0140], [3.1663, 0.7701, 0.2196]],
  "forces_ev_per_a": [[0.622, 0.338, 0.111], [-1.305, -0.964, -0.683], [-0.073, 0.385, 0.069], [-2.331, 1.415, 1.614], [0.899, -0.509, 0.498], [0.181, 0.452, 0.748], [-0.160, 0.151, -0.003], [0.243, -0.036, 0.213], [-0.074, 0.488, 0.165], [0.454, 0.021, -0.061], [0.161, 0.385, -0.200], [1.358, -1.396, -1.995], [0.482, -0.325, -0.158], [-0.211, -0.111, -0.013], [0.051, 0.023, -0.214], [0.115, -0.148, 0.069], [-0.115, 0.134, -0.116], [-0.013, -0.151, -0.096], [-0.040, -0.073, 0.300], [-0.065, -0.188, -0.044], [-0.179, 0.109, -0.204]],
  "nbo_charge": [-1.22, 1.46, -0.92, -0.12, 0.07, -0.58, -0.08, -0.09, -0.59, -0.25, 0.16, 0.14, 0.17, 0.46, 0.20, 0.19, 0.19, 0.19, 0.22, 0.17, 0.19],
  "relative_energy_ev": 0.209,
  "spin_multiplicity": 4
}

***

(5)
{
  "formula": "C5H11O",
  "method": "ωB97M-V with the def2-TZVPD basis set",
  "symbols": ["C", "C", "C", "C", "C", "O", "H", "H", "H", "H", "H", "H", "H", "H", "H", "H", "H"],
  "xyz": [[-0.3748, -0.7557, 0.9596], [0.7577, -0.1588, 0.1701], [0.7906, 1.3414, 0.3169], [1.6636, -1.0423, -0.6262], [-1.9943, 0.2610, -0.5378], [-1.0364, -0.6801, -0.3791], [-0.1653, -1.7300, 1.4073], [-1.0348, -0.2637, 1.6079], [1.3716, 1.9414, -0.4190], [1.2967, 1.4880, 1.3029], [-0.2108, 1.8580, 0.5777], [2.7158, -0.8446, -0.6204], [1.4873, -1.1280, -1.7636], [1.4733, -2.0512, -0.2750], [-1.9517, 0.8845, 0.3957], [-1.7870, 0.9203, -1.4065], [-3.0015, -0.0401, -0.7105]],
  "forces_ev_per_a": [[0.695, -1.369, -1.879], [-1.642, 2.116, 0.076], [0.060, 0.734, 0.433], [-1.356, -0.911, -1.198], [-0.568, 4.350, 0.658], [2.849, -3.448, 0.495], [-0.391, -0.357, -0.869], [-0.024, 1.516, 1.168], [-0.522, -0.728, 0.328], [0.069, -0.230, -0.420], [1.435, -1.162, -0.802], [0.601, 0.652, 0.640], [-0.393, 0.740, 1.650], [0.307, -0.252, 0.039], [-0.781, -0.045, -1.036], [0.301, -0.348, 0.468], [-0.638, -1.258, 0.247]],
  "nbo_charge": [-0.13, 0.49, -0.73, -0.74, -0.26, -0.42, 0.23, 0.23, 0.27, 0.30, 0.28, 0.30, 0.32, 0.25, 0.17, 0.21, 0.24],
  "relative_energy_ev": 1.491,
  "charge": 1,
  "spin_multiplicity": 1
}

***

(6)
{
  "formula": "C5H11O",
  "method": "ωB97M-V with the def2-TZVPD basis set",
  "symbols": ["C", "C", "C", "C", "C", "O", "H", "H", "H", "H", "H", "H", "H", "H", "H", "H", "H"],
  "xyz": [[-0.1435, 0.8040, 0.2433], [-0.0933, -0.6640, 0.5866], [-1.2051, 1.5455, -0.4724], [-1.1443, -1.6660, -0.0136], [2.1479, -0.0575, -0.0918], [0.7793, -0.1101, -0.4242], [0.3377, 1.7738, 1.2248], [0.4359, -1.1117, 1.4763], [-2.0655, 1.3081, 0.1244], [-1.2154, 1.2674, -1.5474], [-1.1268, 2.6708, -0.5463], [-2.0669, -1.7073, 0.6454], [-0.6392, -2.5993, 0.0341], [-1.3060, -1.2659, -1.0762], [2.3476, -0.8103, 0.6874], [2.5862, -0.3260, -1.0618], [2.3713, 0.9483, 0.2115]],
  "forces_ev_per_a": [[0.938, 2.864, 5.229], [-2.791, -0.780, 0.821], [0.465, 0.773, -1.819], [0.338, 2.741, 0.001], [1.977, -0.728, -0.670], [-0.561, 0.363, -0.974], [-0.683, -3.652, -3.087], [-0.379, 1.237, -0.931], [-1.009, -0.071, -0.369], [-0.707, -0.383, 0.699], [0.456, -1.292, 0.657], [1.052, 0.234, -1.018], [0.044, -1.059, -0.445], [-0.315, -1.127, 1.532], [0.161, 0.477, -0.415], [0.611, 0.161, 0.642], [0.402, 0.242, 0.146]],
  "nbo_charge": [0.12, 0.07, -0.70, -0.64, -0.26, -0.32, 0.26, 0.25, 0.26, 0.26, 0.27, 0.26, 0.24, 0.24, 0.22, 0.24, 0.23],
  "relative_energy_ev": 2.472,
  "charge": 1,
  "spin_multiplicity": 1
}

***

(7)
{
  "formula": "C5H11O",
  "method": "ωB97M-V with the def2-TZVPD basis set",
  "symbols": ["C", "C", "C", "C", "C", "O", "H", "H", "H", "H", "H", "H", "H", "H", "H", "H", "H"],
  "xyz": [[-0.4538, -1.7115, 0.0255], [-0.7326, -0.4379, -0.6056], [-2.7505, 0.8470, 0.2574], [1.9091, 1.1510, -0.0520], [1.6403, -0.3194, 0.1961], [0.2159, -0.5047, 0.4523], [-1.1255, -2.1162, 0.7737], [0.1745, -2.4465, -0.4672], [-0.4209, -0.1335, -1.5891], [-3.2906, -0.0087, 0.6114], [-3.0163, 1.2694, -0.6915], [-2.2058, 1.4525, 0.9564], [2.9815, 1.3251, -0.0298], [1.4510, 1.7595, 0.7247], [1.5331, 1.4709, -1.0194], [1.9554, -0.9346, -0.6512], [2.1352, -0.6625, 1.1082]],
  "forces_ev_per_a": [[-0.832, -1.174, -0.516], [-4.036, 1.585, 0.391], [2.677, -1.639, -1.258], [-0.307, -0.209, 0.097], [1.421, 0.494, -0.010], [1.086, 0.605, 1.228], [0.121, 0.143, 0.055], [0.211, 0.181, 0.055], [0.449, -0.035, -0.084], [-0.207, -0.150, 0.124], [-0.198, 0.167, -0.161], [0.038, 0.151, 0.189], [0.077, -0.054, -0.015], [0.037, 0.036, 0.074], [-0.028, 0.038, -0.104], [-0.296, -0.076, 0.076], [-0.215, -0.066, -0.142]],
  "nbo_charge": [-0.12, -0.01, -0.30, -0.65, -0.07, -0.32, 0.24, 0.23, 0.22, 0.20, 0.21, 0.20, 0.26, 0.24, 0.23, 0.21, 0.23],
  "relative_energy_ev": 3.949,
  "charge": 1,
  "spin_multiplicity": 1
}

***

(8)
{
  "formula": "C5H11O2",
  "method": "ωB97M-V with the def2-TZVPD basis set",
  "symbols": ["C", "C", "C", "H", "H", "H", "H", "H", "H", "H", "H", "C", "C", "O", "O", "H", "H", "H"],
  "xyz": [[0.9363, -0.4121, 2.0667], [-0.4736, -0.2696, 1.5126], [2.0187, -0.8599, 1.0749], [1.2926, 0.5109, 2.5579], [1.1516, -1.1081, 2.8863], [-1.2913, -0.8551, 1.9176], [-0.5149, -0.6082, 0.4793], [2.0374, -0.1515, 0.2421], [3.0025, -1.0099, 1.5036], [-0.8206, 0.7600, 1.6325], [1.7255, -1.8299, 0.6356], [-1.3015, 0.3629, -1.8947], [-1.3122, 1.4413, -3.0079], [-1.1511, 2.6243, -2.6218], [-1.3856, 1.0651, -4.2007], [-0.6318, -0.4841, -2.0396], [-2.3199, 0.0360, -1.8344], [-0.9620, 0.7879, -0.9098]],
  "forces_ev_per_a": [[1.778, -0.281, 1.328], [-0.232, -0.108, -0.086], [-1.166, -0.055, -1.177], [-0.356, 0.077, -0.520], [-1.182, -0.297, 0.212], [0.243, -0.445, 0.892], [0.230, 0.576, -0.198], [0.401, -0.085, -0.027], [0.137, 0.305, 0.228], [0.133, -0.067, -0.553], [0.064, 0.267, 0.118], [0.733, 0.862, 1.033], [1.428, 0.631, -0.526], [-0.361, -0.072, 0.374], [-0.401, -0.563, 0.274], [-0.123, -0.146, -0.651], [-0.619, -0.570, 0.362], [-0.709, -0.028, -1.081]],
  "nbo_charge": [-0.40, -0.63, -0.60, 0.19, 0.19, 0.21, 0.23, 0.21, 0.20, 0.22, 0.19, -0.74, 0.75, -0.80, -0.80, 0.19, 0.20, 0.19],
  "relative_energy_ev": 0.800,
  "charge": -1,
  "spin_multiplicity": 1
}

***

(9)
{
  "formula": "C5H11O2",
  "method": "ωB97M-V with the def2-TZVPD basis set",
  "symbols": ["C", "O", "C", "C", "C", "C", "O", "H", "H", "H", "H", "H", "H", "H", "H", "H", "H", "H"],
  "xyz": [[-1.0671, -1.3056, 0.6525], [-1.8949, -0.7849, 1.6963], [0.4077, -0.9195, 0.8458], [0.6419, 0.5809, 0.7929], [0.5490, 1.3017, -0.5911], [0.3834, 0.4781, -1.9146], [-0.8595, 0.0125, -2.1508], [-1.3847, -0.9591, -0.3496], [-1.2336, -2.3887, 0.6264], [-1.8968, 0.1823, 1.6257], [1.0373, -1.3909, 0.0903], [0.6638, -1.3407, 1.8093], [1.6604, 0.7367, 1.1982], [0.0238, 1.1293, 1.5096], [-0.3743, 1.8971, -0.5594], [1.4633, 1.8971, -0.6892], [0.7390, 1.2317, -2.6788], [1.1411, -0.3578, -1.9135]],
  "forces_ev_per_a": [[0.049, 0.159, -1.291], [-0.089, 0.294, 0.292], [-1.116, -0.304, -0.160], [0.966, 0.263, 0.033], [-0.373, -0.736, 0.225], [-0.345, -0.107, 0.113], [0.131, 0.140, 0.183], [0.068, 0.214, 0.317], [0.239, 0.044, 0.426], [0.042, -0.472, -0.157], [-0.142, -0.135, -0.098], [0.504, 0.082, 0.478], [-0.219, -0.010, -0.194], [-0.222, -0.208, 0.112], [0.440, 0.350, -0.221], [-0.252, 0.395, -0.015], [0.081, -0.305, -0.044], [0.240, 0.336, 0.001]],
  "nbo_charge": [-0.10, -0.75, -0.43, -0.40, -0.45, -0.01, -0.96, 0.25, 0.15, 0.46, 0.21, 0.18, 0.18, 0.17, 0.19, 0.17, 0.07, 0.07],
  "relative_energy_ev": 2.484,
  "charge": -1,
  "smiles": "[O-]CCCCCO",
  "spin_multiplicity": 1
}

***

(10)
{
  "formula": "C5H11O2",
  "method": "ωB97M-V with the def2-TZVPD basis set",
  "symbols": ["C", "C", "C", "O", "O", "H", "H", "H", "H", "H", "C", "C", "H", "H", "H", "H", "H", "H"],
  "xyz": [[0.1405, 2.3530, 0.3437], [1.6134, 2.0661, 0.0402], [-0.6511, 1.1658, 0.9852], [0.0132, 0.3137, 1.6168], [-1.8919, 1.2235, 0.8099], [0.0457, 3.1662, 1.0621], [-0.4419, 2.6210, -0.5417], [1.7331, 1.0153, -0.2257], [2.2515, 2.2449, 0.8933], [1.8979, 2.5505, -0.8974], [-0.4414, -2.4358, 0.2285], [-0.7700, -2.2015, -1.2381], [0.6322, -2.5778, 0.3540], [-0.6720, -1.6077, 0.9045], [-0.9045, -3.3673, 0.5709], [-0.3429, -1.2914, -1.6439], [-1.8364, -2.1944, -1.4456], [-0.3754, -3.0439, -1.8166]],
  "forces_ev_per_a": [[-0.221, -0.563, 0.160], [-0.785, -0.656, -0.844], [-0.120, 0.329, -0.069], [0.042, 0.060, 0.033], [0.202, -0.156, 0.104], [-0.016, 0.251, -0.026], [0.249, 0.138, -0.011], [-0.116, -0.242, 0.341], [0.342, 0.305, -0.032], [0.443, 0.641, 0.385], [0.203, -0.089, 0.257], [0.066, -0.555, -0.106], [0.169, -0.035, -0.098], [-0.288, -0.050, -0.258], [-0.122, 0.116, 0.063], [0.087, 0.228, 0.087], [-0.219, 0.198, 0.167], [0.081, 0.080, -0.155]],
  "nbo_charge": [-0.53, -0.61, 0.77, -0.80, -0.79, 0.19, 0.20, 0.21, 0.20, 0.18, -0.62, -0.60, 0.19, 0.28, 0.17, 0.21, 0.19, 0.17],
  "relative_energy_ev": 0.227,
  "charge": -1,
  "spin_multiplicity": 1
}